DFT (ωB97M-V/def2-TZVPD) results for 2 unconnected molecules or ions with the total composition C7H7O3S in a non-equilibrium geometry.

Each line ends with the natural charge from an NBO analysis.
Positions of all 18 atoms, in Å:
C -2.194 1.136 0.619  -0.23
C -1.017 0.409 0.858  -0.45
C -2.502 1.159 -0.722  -0.61
C -0.479 -0.164 -0.350  -0.28
C 2.160 1.086 -0.322  1.04
C 1.217 -1.516 0.828  -0.65
C 0.630 -0.987 -0.380  0.06
O 1.885 1.263 -1.435  -0.54
O 2.618 0.988 0.740  -0.57
O 1.192 -1.519 -1.624  -0.73
S -1.331 0.445 -1.700  0.31
H -2.674 1.806 1.351  0.20
H -0.534 0.438 1.928  0.21
H -3.350 1.560 -1.284  0.20
H 0.406 -1.799 1.697  0.16
H 1.731 -0.735 1.410  0.21
H 1.779 -2.397 0.611  0.21
H 0.464 -1.173 -2.227  0.46

Atomic forces in eV per Å
0.3 0.6 -0.6
0.5 0.2 2.5
-2.3 1.4 0.0
1.9 -0.7 1.6
-0.1 -0.6 -0.8
-2.0 0.0 3.2
-0.2 0.1 -1.0
0.2 0.9 -0.4
0.2 0.6 0.6
-2.7 1.4 0.1
0.5 -0.8 -1.3
0.0 -0.8 -0.3
-0.7 -0.4 -2.5
0.2 0.2 0.7
1.2 0.2 -2.1
0.5 -0.7 -0.2
0.8 -0.5 0.1
1.6 -1.0 0.3

Values from the calculation:
HOMO level in Ha: -0.044
Net charge: -1
Orbital gap in eV: 4.640
Energy above the lowest of the compared OMol25 structures with the same formula, charge and spin in kcal/mol: 61.1
LUMO in eV: 3.45



DFT (ωB97M-V/def2-TZVPD) results for a molecular structure, C7H7O5STi in a non-equilibrium geometry.

Each line ends with the natural charge from an NBO analysis.
Positions of all 21 atoms, in Å:
O -0.633 2.875 -3.290  -0.31
C -0.767 1.937 -2.653  0.54
Ti -0.667 0.322 -0.583  0.76
O 0.489 3.223 0.341  -0.28
C 0.065 2.202 -0.025  0.51
C 0.651 -0.692 -1.926  0.04
O 0.022 -1.509 -1.090  -0.52
C 1.491 0.349 -1.399  0.45
O 2.648 0.688 -1.442  -0.28
C -2.720 0.498 -0.869  0.52
O -3.881 0.574 -0.976  -0.24
H 0.430 -0.700 -3.014  0.27
C -0.773 -1.962 1.743  -0.71
S -0.419 -0.170 1.764  0.39
C 1.394 -0.186 1.984  -0.73
H -1.611 -2.153 1.070  0.25
H -1.060 -2.203 2.771  0.28
H 0.117 -2.523 1.442  0.27
H 1.792 0.823 1.822  0.26
H 1.558 -0.490 3.030  0.29
H 1.874 -0.902 1.301  0.25

Atomic forces in eV per Å
-0.4 -3.0 1.8
0.2 2.8 -1.5
-0.4 -1.8 0.2
-2.0 -4.9 -1.7
2.5 6.2 2.1
1.8 -1.6 -0.2
0.2 3.3 -0.8
4.5 -1.9 -2.1
-4.0 0.2 1.0
-8.3 0.9 -0.3
6.2 -0.5 0.4
-0.1 0.3 0.5
-0.2 -0.1 0.4
0.4 -0.1 0.2
0.2 -0.1 0.2
0.1 -0.1 0.1
0.0 -0.1 -0.2
-0.2 0.2 -0.1
-0.1 -0.2 0.2
0.1 0.2 -0.4
-0.3 0.2 0.2

Values from the calculation:
HOMO level (spin up / spin down) in Ha: -0.646 / -0.651
Net charge: +2
Multiplicity: 2
Orbital gap (spin up / spin down) in eV: 6.770 / 6.867
Energy above the lowest of the compared OMol25 structures with the same formula, charge and spin in kcal/mol: 11.9
LUMO (spin up / spin down) in eV: -10.82 / -10.84



DFT (ωB97M-V/def2-TZVPD) results for a molecular structure, C7H7O6OsS in a non-equilibrium geometry.

Each line ends with the natural charge from an NBO analysis.
Positions of all 22 atoms, in Å:
O -1.717 -3.441 -0.745  -0.20
C -0.582 -3.371 -0.806  0.66
Os 0.941 0.597 -1.645  0.53
O 2.037 -1.588 0.295  -0.35
C 1.560 -0.828 -0.445  0.36
C 2.544 1.556 -1.426  0.47
O 3.517 2.167 -1.243  -0.22
C -0.134 2.121 -2.299  0.48
O -0.832 3.015 -2.550  -0.25
C 1.255 -0.345 -3.265  0.46
O 1.447 -0.898 -4.276  -0.22
H 0.259 -2.790 -1.357  0.26
C -0.637 -0.927 2.103  -0.77
S -1.321 0.290 0.939  1.39
C -1.636 1.511 2.188  -0.82
O -0.135 1.023 0.287  -0.62
H -1.312 -0.964 2.968  0.33
H 0.377 -0.599 2.395  0.31
H -0.596 -1.950 1.627  0.26
H -0.639 1.875 2.483  0.30
H -2.187 2.349 1.699  0.31
H -2.208 1.197 3.072  0.32

Atomic forces in eV per Å
2.6 -0.3 0.4
-2.4 0.7 -1.5
-1.1 -0.1 0.3
-1.2 2.0 -2.2
2.1 -3.3 2.6
6.5 4.4 1.9
-3.8 -2.6 -1.0
-4.2 5.1 -1.4
3.1 -3.8 0.8
0.7 -4.3 -6.9
-0.6 2.5 4.4
-0.4 -0.9 1.0
0.6 -2.4 -0.7
0.7 1.1 2.5
-1.2 2.1 0.1
-1.0 -0.4 -0.4
-0.1 0.1 -0.3
-0.5 0.1 -0.2
0.0 1.1 0.6
-0.3 -0.2 -0.1
0.3 -0.5 0.4
0.0 -0.4 -0.5

Values from the calculation:
HOMO level (spin up / spin down) in Ha: -0.671 / -0.829
Net charge: +3
Multiplicity: 5
Orbital gap (spin up / spin down) in eV: 3.918 / 5.802
Energy above the lowest of the compared OMol25 structures with the same formula, charge and spin in kcal/mol: 48.1
LUMO (spin up / spin down) in eV: -14.35 / -16.74



DFT (ωB97M-V/def2-TZVPD) results for a molecular structure, C7H7O6PrS in a non-equilibrium geometry.

Each line ends with the Löwdin charge.
Positions of all 22 atoms, in Å:
O -0.053 4.567 -4.440  0.06
C -0.066 3.502 -4.034  0.01
Pr -0.310 -0.435 -0.960  1.18
O -0.040 3.253 -0.310  0.22
C -0.150 2.166 -0.668  -0.04
C 0.049 -1.093 -3.241  -0.17
O -0.143 -2.119 -2.568  -0.15
C 1.743 0.839 -1.676  -0.03
O 2.751 1.333 -1.927  0.23
C -2.459 0.864 -1.678  0.02
O -3.435 1.360 -2.018  0.22
H 0.178 -1.055 -4.345  0.10
C -0.346 -0.116 3.167  -0.22
S 1.101 -0.916 2.471  1.03
C 0.620 -2.621 2.768  -0.20
O 0.906 -0.812 0.929  -0.72
H -0.229 -0.024 4.249  0.09
H -1.241 -0.717 2.986  0.07
H -0.462 0.892 2.758  0.07
H -0.470 -2.707 2.706  0.07
H 1.125 -3.271 2.038  0.09
H 0.928 -2.890 3.790  0.09

Atomic forces in eV per Å
0.0 -2.3 0.8
0.0 2.3 -0.7
0.4 -2.0 -0.1
-0.3 -3.9 -1.4
0.0 5.2 1.8
-0.1 0.8 0.5
0.0 0.2 -0.6
4.9 1.8 -1.2
-3.7 -1.7 0.8
-4.5 2.0 -1.5
3.4 -1.6 1.1
0.0 -0.7 0.4
-0.3 0.0 0.1
-0.1 -0.4 -0.1
0.0 -0.2 0.5
-0.5 0.3 -0.1
0.2 0.0 0.0
0.1 0.1 -0.1
0.2 -0.1 0.0
0.3 0.0 -0.2
0.0 0.3 0.3
0.0 0.1 -0.3

Values from the calculation:
HOMO level (spin up / spin down) in Ha: -0.587 / -0.586
Net charge: +2
Multiplicity: 3
Orbital gap (spin up / spin down) in eV: 7.207 / 7.226
Energy above the lowest of the compared OMol25 structures with the same formula, charge and spin in kcal/mol: 18.1
LUMO (spin up / spin down) in eV: -8.76 / -8.73



DFT (ωB97M-V/def2-TZVPD) results for a molecular structure, C7H7O6SV in a non-equilibrium geometry.

Each line ends with the natural charge from an NBO analysis.
Positions of all 22 atoms, in Å:
O -0.879 2.629 -3.825  -0.31
C -1.347 1.910 -3.026  0.44
V -2.119 0.896 -1.790  0.55
C -1.190 1.167 -0.217  0.46
O -0.603 1.372 0.779  -0.37
C 0.926 -1.601 -1.916  0.88
O -0.078 -2.138 -1.589  -0.22
C 1.573 -0.473 -2.442  0.26
O 1.106 0.669 -2.439  -0.30
C -3.877 1.435 -1.604  0.48
O -4.990 1.780 -1.493  -0.26
H 2.518 -0.904 -2.703  0.23
C 1.818 0.313 2.602  -0.81
S 1.553 -1.241 1.737  1.27
C -0.143 -1.608 2.261  -0.82
O 1.506 -0.964 0.262  -1.02
H 2.902 0.471 2.664  0.27
H 1.416 0.216 3.618  0.27
H 1.318 1.125 2.058  0.25
H -0.748 -0.710 2.084  0.23
H -0.493 -2.457 1.659  0.25
H -0.169 -1.887 3.322  0.28

Atomic forces in eV per Å
-1.8 -3.0 2.8
4.2 7.1 -5.6
-0.8 -7.4 -0.3
4.3 2.9 6.3
-2.6 -1.0 -4.0
-10.3 -4.2 5.4
6.0 2.0 -2.5
2.5 4.1 -1.0
0.7 -3.8 0.1
-8.9 3.9 1.1
5.1 -1.8 -0.5
1.6 1.4 -1.1
0.1 0.3 -0.2
0.4 -1.3 1.9
-0.1 0.3 -0.4
-0.6 1.0 -2.0
-0.3 0.0 -0.1
0.1 -0.1 -0.3
0.2 -0.2 0.3
0.0 -0.4 0.1
0.1 0.2 0.2
0.2 0.1 -0.3

Values from the calculation:
HOMO level (spin up / spin down) in Ha: -0.592 / -0.592
Net charge: +2
Multiplicity: 3
Orbital gap (spin up / spin down) in eV: 5.055 / 5.081
Energy above the lowest of the compared OMol25 structures with the same formula, charge and spin in kcal/mol: 64.2
LUMO (spin up / spin down) in eV: -11.05 / -11.04



DFT (ωB97M-V/def2-TZVPD) results for C7H8 in the gas phase in a non-equilibrium geometry.

Each line ends with the natural charge from an NBO analysis.
Positions of all 15 atoms, in Å:
C -1.709 0.560 0.662  -0.46
C -1.459 0.172 -0.791  -0.30
C -0.895 -1.341 -0.671  -0.32
C 0.826 -0.095 0.485  -0.39
C -0.370 0.738 0.033  0.16
C 0.402 -1.402 -0.155  0.14
C 2.160 0.449 -0.048  -0.60
H -2.295 1.402 0.695  0.23
H -1.794 -0.159 1.441  0.22
H -1.915 0.316 -1.735  0.25
H -1.448 -2.178 -1.068  0.21
H 0.915 -0.255 1.532  0.23
H 2.092 1.308 -0.721  0.22
H 2.769 -0.383 -0.367  0.22
H 2.722 0.868 0.707  0.21

Atomic forces in eV per Å
1.4 -0.2 -1.5
2.5 -5.3 1.7
2.0 0.7 -0.1
0.4 0.5 -2.3
0.0 0.6 1.6
-4.1 1.3 -1.0
-0.6 -0.5 -0.7
-1.3 2.0 0.5
-0.4 -0.6 0.4
-0.6 1.1 -0.4
0.0 -0.1 -0.1
-0.4 0.3 1.1
-0.3 -0.7 -0.6
0.1 0.0 -0.8
1.1 0.9 2.2

Values from the calculation:
HOMO level (spin up / spin down) in Ha: -0.308 / -0.334
Net charge: 0
Orbital gap (spin up / spin down) in eV: 7.778 / 8.922
Energy above the lowest of the compared OMol25 structures with the same formula, charge and spin in kcal/mol: 164.8
LUMO (spin up / spin down) in eV: -0.60 / -0.17



DFT (ωB97M-V/def2-TZVPD) results for C7H8 in the gas phase in a non-equilibrium geometry.

Each line ends with the natural charge from an NBO analysis.
Positions of all 15 atoms, in Å:
C -0.992 -1.521 0.022  -0.08
C -2.291 -1.404 -0.303  0.06
C 0.105 -2.202 0.680  -0.40
C 1.236 -1.633 0.406  0.22
C -1.518 -0.196 -0.644  -0.21
C 1.779 -0.445 -0.219  -0.73
C -1.727 1.074 0.129  -0.65
H -0.242 -3.108 1.161  0.25
H -1.089 0.100 -1.672  0.18
H 1.315 -0.212 -1.199  0.24
H 2.948 -0.644 -0.417  0.24
H 1.602 0.353 0.394  0.23
H -0.880 1.795 0.108  0.21
H -2.032 0.917 1.091  0.21
H -2.641 1.462 -0.313  0.22

Atomic forces in eV per Å
-4.2 -0.5 -0.2
3.2 -0.3 0.3
-1.7 0.7 -1.3
1.4 -0.7 0.8
1.3 1.2 -1.1
2.6 -2.3 -2.7
0.5 0.6 -2.1
0.8 -0.2 0.3
-0.8 -1.0 1.1
0.3 -0.3 0.4
-2.5 0.8 0.5
0.1 2.3 1.7
-0.6 -0.4 -0.2
-0.4 -0.7 2.8
0.1 0.8 -0.4

Values from the calculation:
HOMO level (spin up / spin down) in Ha: -0.314 / -0.307
Net charge: 0
Orbital gap (spin up / spin down) in eV: 8.529 / 7.210
Energy above the lowest of the compared OMol25 structures with the same formula, charge and spin in kcal/mol: 192.7
LUMO (spin up / spin down) in eV: -0.01 / -1.14



DFT (ωB97M-V/def2-TZVPD) results for 2 unconnected molecules or ions with the total composition C7H8 in a non-equilibrium geometry.

Each line ends with the natural charge from an NBO analysis.
Positions of all 15 atoms, in Å:
C -0.916 -0.729 -1.105  -0.58
C 0.024 -0.175 0.002  -0.19
C 1.515 -0.425 -0.363  -0.58
C -0.211 1.229 0.197  0.03
C -0.434 2.381 0.447  -0.27
C -0.386 -0.500 1.469  -0.50
C -0.454 -1.599 2.139  0.18
H -1.958 -0.577 -0.818  0.23
H -0.752 -1.798 -1.285  0.22
H -0.742 -0.192 -2.051  0.22
H 1.775 0.128 -1.280  0.22
H 2.160 -0.065 0.440  0.23
H 1.724 -1.487 -0.535  0.22
H -0.448 3.368 0.080  0.24
H -0.887 0.482 2.658  0.34

Atomic forces in eV per Å
-0.1 0.0 0.3
-0.3 0.3 0.8
-0.1 0.0 0.3
0.2 1.2 -1.0
0.3 0.2 -1.0
-0.6 -0.2 1.9
-0.3 0.8 0.6
0.1 0.0 0.0
0.0 0.2 0.2
0.1 -0.1 0.4
-0.3 -0.2 0.3
0.0 -0.1 -0.1
-0.2 0.2 0.1
-0.3 0.8 0.5
1.4 -3.0 -3.2

Values from the calculation:
HOMO level in Ha: -0.363
Net charge: 0
Orbital gap in eV: 9.034
Energy above the lowest of the compared OMol25 structures with the same formula, charge and spin in kcal/mol: 194.5
LUMO in eV: -0.84



One value per record, in order, for E_tot: -894.817761 -1894.030901 -1209.758938 -1636.912037 -2063.638399 -271.268776 -271.224367 -271.221472 Eh.